Entry from the Open Molecules 2025 dataset: one molecule with the formula C17H27NO3 (ωB97M-V with the def2-TZVPD basis set).

## Properties
gap between HOMO and LUMO	9.0	eV
2S+1	1
LUMO	0.86	eV
structure (SMILES)	Cc1cc(C)c(C)c(OCCOCCN2CCOCC2)c1
M	293.41	g/mol
ΔE to the lowest compared entry with this formula, charge and spin	48.0	kcal per mole

Last columns: bonded neighbours and bond lengths (Å).
Element x y z (Å)
1 C -0.36 -2.20 1.00  C2 1.500, H46 1.091, H47 1.088, H48 1.088
2 C -1.61 -1.47 0.62  C1 1.500, C3 1.384, C7 1.388
3 C -2.74 -2.16 0.20  C2 1.384, C4 1.388, H45 1.081
4 C -3.89 -1.49 -0.17  C3 1.388, C5 1.393, C41 1.499
5 C -3.93 -0.09 -0.13  C4 1.393, C6 1.401, C37 1.500
6 C -2.80 0.61 0.29  C5 1.401, C7 1.387, O9 1.376
7 C -1.66 -0.08 0.67  C2 1.388, C6 1.387, H8 1.078
8 H -0.78 0.45 1.00  C7 1.078
9 O -2.91 1.98 0.31  C6 1.376, C10 1.405
10 C -1.82 2.76 0.72  O9 1.405, C11 1.539, H35 1.097, H36 1.092
11 C -0.64 2.76 -0.27  C10 1.539, O12 1.410, H33 1.099, H34 1.100
12 O 0.48 2.18 0.35  C11 1.410, C13 1.408
13 C 1.53 1.87 -0.53  O12 1.408, C14 1.531, H31 1.100, H32 1.099
14 C 2.61 1.13 0.26  C13 1.531, N15 1.451, H29 1.091, H30 1.099
15 N 3.67 0.69 -0.63  C14 1.451, C16 1.453, C21 1.456
16 C 5.01 0.70 -0.07  N15 1.453, H17 1.091, C18 1.534, H28 1.095
17 H 5.17 1.64 0.46  C16 1.091
18 C 5.26 -0.48 0.87  C16 1.534, O19 1.412, H26 1.091, H27 1.102
19 O 5.04 -1.71 0.20  C18 1.412, C20 1.412
20 C 3.73 -1.78 -0.30  O19 1.412, C21 1.536, H24 1.091, H25 1.101
21 C 3.43 -0.61 -1.25  N15 1.456, C20 1.536, H22 1.090, H23 1.094
22 H 2.39 -0.66 -1.59  C21 1.090
23 H 4.09 -0.68 -2.12  C21 1.094
24 H 3.66 -2.73 -0.83  C20 1.091
25 H 3.01 -1.78 0.53  C20 1.101
26 H 6.30 -0.50 1.21  C18 1.091
27 H 4.60 -0.41 1.75  C18 1.102
28 H 5.71 0.64 -0.90  C16 1.095
29 H 3.02 1.82 1.00  C14 1.091
30 H 2.13 0.30 0.80  C14 1.099
31 H 1.15 1.23 -1.35  C13 1.100
32 H 1.95 2.78 -0.98  C13 1.099
33 H -0.40 3.78 -0.60  C11 1.099
34 H -0.93 2.17 -1.16  C11 1.100
35 H -1.44 2.45 1.70  C10 1.097
36 H -2.23 3.77 0.81  C10 1.092
37 C -5.17 0.65 -0.54  C5 1.500, H38 1.090, H39 1.085, H40 1.090
38 H -6.01 0.36 0.10  C37 1.090
39 H -5.02 1.72 -0.45  C37 1.085
40 H -5.44 0.42 -1.57  C37 1.090
41 C -5.10 -2.26 -0.62  C4 1.499, H42 1.087, H43 1.089, H44 1.089
42 H -4.90 -3.33 -0.59  C41 1.087
43 H -5.95 -2.05 0.02  C41 1.089
44 H -5.38 -1.99 -1.64  C41 1.089
45 H -2.71 -3.24 0.16  C3 1.081
46 H 0.26 -2.36 0.11  C1 1.091
47 H -0.59 -3.17 1.43  C1 1.088
48 H 0.22 -1.62 1.71  C1 1.088

Entry from the Open Molecules 2025 dataset: an isolated ion of composition C17H28BrN2O3 and charge +1 in a non-equilibrium geometry (ωB97M-V with the def2-TZVPD basis set).

## Properties
gap between HOMO and LUMO	9.3	eV
2S+1	1
net charge	+1
LUMO	-2.06	eV
structure (SMILES)	CCN1CC[NH+](C[C@H](O)COCCOc2ccc(Br)cc2)CC1
M	388.33	g/mol
ΔE to the lowest compared entry with this formula, charge and spin	4.7	kcal per mole

Last columns: bonded neighbours and bond lengths (Å).
Element x y z (Å)
1 C -3.65 -3.40 -0.30  H2 1.086, H3 1.086, C4 1.524, H51 1.086
2 H -3.60 -3.67 0.75  C1 1.086
3 H -4.33 -2.56 -0.41  C1 1.086
4 C -2.28 -3.02 -0.85  C1 1.524, N5 1.456, H49 1.101, H50 1.091
5 N -1.82 -1.77 -0.26  C4 1.456, C6 1.437, C39 1.439
6 C -0.98 -0.94 -1.08  N5 1.437, C7 1.539, H47 1.090, H48 1.096
7 C 0.50 -1.36 -1.06  C6 1.539, N8 1.477, H45 1.089, H46 1.092
8 N 0.98 -1.35 0.34  C7 1.477, C9 1.480, C38 1.479, H44 1.049
9 C 2.44 -1.49 0.50  N8 1.480, H10 1.090, H11 1.089, C12 1.555
10 H 2.64 -2.24 1.27  C9 1.090
11 H 2.90 -1.82 -0.44  C9 1.089
12 C 3.03 -0.13 0.95  C9 1.555, O13 1.409, C15 1.535, H37 1.098
13 O 2.05 0.49 1.74  C12 1.409, H14 0.976
14 H 1.94 1.43 1.49  O13 0.976
15 C 3.43 0.76 -0.23  C12 1.535, O16 1.419, H35 1.094, H36 1.097
16 O 2.26 1.08 -0.96  C15 1.419, C17 1.413
17 C 2.18 2.39 -1.50  O16 1.413, H18 1.092, H19 1.095, C20 1.546
18 H 1.33 2.33 -2.19  C17 1.092
19 H 3.08 2.64 -2.06  C17 1.095
20 C 1.93 3.45 -0.41  C17 1.546, O21 1.413, H33 1.093, H34 1.093
21 O 1.15 2.94 0.66  C20 1.413, C22 1.374
22 C -0.19 2.68 0.48  O21 1.374, C23 1.397, C27 1.389
23 C -0.81 2.04 1.55  C22 1.397, C24 1.380, H32 1.079
24 C -2.15 1.69 1.48  C23 1.380, C25 1.388, H31 1.079
25 C -2.87 1.98 0.32  C24 1.388, C26 1.384, Br30 1.903
26 C -2.26 2.65 -0.73  C25 1.384, C27 1.386, H29 1.078
27 C -0.93 3.01 -0.65  C22 1.389, C26 1.386, H28 1.078
28 H -0.49 3.55 -1.48  C27 1.078
29 H -2.83 2.89 -1.61  C26 1.078
30 Br -4.68 1.41 0.18  C25 1.903
31 H -2.63 1.21 2.31  C24 1.079
32 H -0.24 1.83 2.44  C23 1.079
33 H 2.87 3.75 0.07  C20 1.093
34 H 1.48 4.34 -0.85  C20 1.093
35 H 3.91 1.67 0.16  C15 1.094
36 H 4.15 0.24 -0.88  C15 1.097
37 H 3.93 -0.32 1.56  C12 1.098
38 C 0.17 -2.29 1.14  N8 1.479, C39 1.542, H42 1.090, H43 1.092
39 C -1.31 -1.86 1.08  N5 1.439, C38 1.542, H40 1.089, H41 1.095
40 H -1.91 -2.56 1.65  C39 1.089
41 H -1.40 -0.87 1.54  C39 1.095
42 H 0.52 -2.27 2.17  C38 1.090
43 H 0.30 -3.30 0.74  C38 1.092
44 H 0.81 -0.40 0.75  N8 1.049
45 H 1.10 -0.66 -1.64  C7 1.089
46 H 0.62 -2.37 -1.46  C7 1.092
47 H -1.34 -0.95 -2.11  C6 1.090
48 H -1.04 0.09 -0.71  C6 1.096
49 H -1.57 -3.85 -0.68  C4 1.101
50 H -2.36 -2.87 -1.92  C4 1.091
51 H -4.04 -4.25 -0.85  C1 1.086